Run i
The following is a DFT calculation (the ωB97M-V functional and the def2-TZVPD basis) of an isolated molecule of C3H5NS2.

Structure (XYZ):
```
11
C3H5NS2 the ωB97M-V functional and the def2-TZVPD basis
C 0.99300 -0.46352 0.57224
C 0.56200 0.79476 -0.15406
N -0.79374 0.78592 -0.65933
S -2.12324 0.62921 0.43977
C -1.28301 -0.64684 -0.49773
S -0.17217 -1.81206 0.11759
H 1.98929 -0.93284 0.68878
H 0.75426 -0.16924 1.64903
H 0.62670 1.78864 0.34539
H 1.26391 0.94748 -1.10620
H -1.81700 -0.92150 -1.39548
```

2S+1 = 1
Structure (SMILES) = C1CN2S[C@@H]2S1

Results of the Mulliken charge analysis, in e, for atoms 1 through 2:
1 C -0.361
2 C -0.568



Run ii
The following is a DFT calculation (the ωB97M-V functional and the def2-TZVPD basis) of an isolated molecule of C3H5NS2.

Structure (XYZ):
```
11
C3H5NS2 the ωB97M-V functional and the def2-TZVPD basis
C -1.07448 -1.31755 0.76900
S -0.73510 -0.13539 2.10810
S -0.16732 1.67803 1.41361
C 1.07069 1.19248 0.32325
N 1.68106 0.20588 -0.16520
C 1.69664 1.42563 -0.94930
H -1.51300 -2.22573 1.09029
H -0.16110 -1.72390 0.36705
H -1.60565 -0.82923 -0.12115
H 1.14215 1.33424 -1.77773
H 2.55465 2.04751 -1.08552
```

2S+1 = 1
Structure (SMILES) = CSSC1=NC1

Results of the Mulliken charge analysis, in e, for atoms 1 through 2:
1 C -0.859
2 S -0.055



Each structure's energy above the most stable one, in eV: run i 0.000; run ii 0.387.



Run i
The following is a DFT calculation (the ωB97M-V functional and the def2-TZVPD basis) of an isolated molecule of C5H8FN.

Structure (XYZ):
```
15
C5H8FN the ωB97M-V functional and the def2-TZVPD basis
C 2.12757 0.59994 -1.20014
N 1.21420 -0.09795 -0.74128
C -0.03071 0.58091 -0.21285
C 0.19905 1.60176 0.58175
C -1.42600 -0.01186 -0.50870
C -1.62100 -1.31489 0.17719
F -2.30952 0.97637 0.04636
H 3.04579 0.04595 -1.28836
H 2.16419 1.65232 -1.37883
H 1.21194 1.99041 0.79223
H -0.69560 1.84862 1.14430
H -1.72707 0.17493 -1.62524
H -2.65815 -1.62959 0.33686
H -1.07095 -1.31779 1.11102
H -0.99486 -2.08678 -0.43248
```

2S+1 = 1
Structure (SMILES) = C=NC(=C)[C@@H](C)F

Results of the Mulliken charge analysis, in e, for atoms 1 through 2:
1 C -0.407
2 N -0.385



Run ii
The following is a DFT calculation (the ωB97M-V functional and the def2-TZVPD basis) of an isolated molecule of C5H8FN.

Structure (XYZ):
```
15
C5H8FN the ωB97M-V functional and the def2-TZVPD basis
N -0.77668 1.90363 -0.16621
C 0.18333 0.82705 0.15872
C 0.93024 0.38297 -1.12348
C 1.40629 -1.00564 -0.72412
C 0.33752 -1.50516 0.19078
C -0.43258 -0.48657 0.49562
F -1.57382 -0.51859 1.19622
H -0.31343 2.78023 -0.03203
H -1.62248 1.83809 0.36503
H 0.91108 1.10898 0.97859
H 0.15672 0.39455 -1.91899
H 1.70642 1.11865 -1.51258
H 1.49733 -1.62561 -1.66344
H 2.40451 -0.96684 -0.28429
H 0.31215 -2.58210 0.48011
```

2S+1 = 1
Structure (SMILES) = N[C@@H]1CCC=C1F

Results of the Mulliken charge analysis, in e, for atoms 1 through 2:
1 N -0.655
2 C 0.324



Each structure's energy above the most stable one, in eV: run i 1.311; run ii 0.000.



Run i
The following is a DFT calculation (the ωB97M-V functional and the def2-TZVPD basis) of a cluster of 5 separate species, H9O4S in total.

Structure (XYZ):
```
14
H9O4S the ωB97M-V functional and the def2-TZVPD basis
S 0.81955 0.36143 1.74459
H 0.01929 -0.58344 2.26386
H -1.62536 -1.56271 -0.03368
H -0.17001 -1.58576 0.35629
O -0.90911 -2.18668 0.13491
H 0.90149 0.35734 -1.02436
H 0.68593 1.62612 -0.50076
O 0.53506 1.19678 -1.36267
H 1.34746 0.56979 5.47545
H 0.44271 0.95042 4.31135
O 0.45256 0.85762 5.28191
H -0.61418 -0.70122 -5.27822
H -0.72371 0.77211 -5.60923
O -1.16167 -0.07181 -5.75944
```

2S+1 = 1
Total charge = -1

Results of the Mulliken charge analysis, in e, for atoms 1 through 2:
1 S -0.893
2 H 0.022



Run ii
The following is a DFT calculation (the ωB97M-V functional and the def2-TZVPD basis) of a cluster of 5 separate species, H9O4S in total.

Structure (XYZ):
```
14
H9O4S the ωB97M-V functional and the def2-TZVPD basis
S 0.87918 -0.67030 0.01764
H 1.35642 -1.54744 0.94634
H -0.50062 1.33245 -0.85815
H -1.68164 1.28771 0.06591
O -1.39476 1.71985 -0.75900
H 4.22550 -0.00924 -0.64256
H 2.79653 0.36217 -0.41654
O 3.68890 0.77593 -0.48492
H -2.58904 -0.46068 -1.26986
H -1.67956 -1.29822 -0.41067
O -2.53911 -1.35209 -0.90149
H -1.70857 -0.66684 2.24598
H -0.65159 0.04514 1.49239
O -1.48357 0.24086 1.98435
```

2S+1 = 1
Total charge = -1

Results of the Mulliken charge analysis, in e, for atoms 1 through 2:
1 S -0.872
2 H 0.036



Each structure's energy above the most stable one, in eV: run i 0.612; run ii 0.000.



Run i
The following is a DFT calculation (the ωB97M-V functional and the def2-TZVPD basis) of a cluster of 2 separate species, C4H12NO3 in total.

Structure (XYZ):
```
20
C4H12NO3 the ωB97M-V functional and the def2-TZVPD basis
O 1.49368 2.50008 0.40647
C 1.60064 1.59111 -0.36775
C 0.74156 0.35144 -0.26050
C 0.01460 0.31593 -1.60265
C -1.19023 -0.68955 -1.81058
O -1.95812 -0.71473 -0.59101
N -0.29535 0.63325 0.87443
H 2.34678 1.55885 -1.19742
H 1.29317 -0.46683 0.20071
H 0.74832 -0.02301 -2.33729
H -0.37945 1.30866 -1.79286
H -0.73860 -1.66003 -1.93204
H -1.87030 -0.29083 -2.58795
H -2.32472 -1.59663 -0.47883
H -1.14758 0.96239 0.44260
H -0.37103 -0.18271 1.49595
H 0.15596 1.44305 1.33508
H 0.43065 -1.39189 4.07861
H 0.91204 -2.26809 3.01073
O 0.53796 -1.38045 3.11430
```

2S+1 = 1
Total charge = +1

Results of the Mulliken charge analysis, in e, for atoms 1 through 2:
1 O -0.462
2 C 0.122



Run ii
The following is a DFT calculation (the ωB97M-V functional and the def2-TZVPD basis) of a cluster of 2 separate species, C4H12NO3 in total.

Structure (XYZ):
```
20
C4H12NO3 the ωB97M-V functional and the def2-TZVPD basis
O -1.15877 1.17745 -1.44360
C -1.95402 0.57081 -0.51856
C -1.05568 -0.28515 0.36553
N 0.40946 -0.12515 0.13623
C 1.14717 -1.35352 -0.19341
C -1.53912 -0.06343 1.80082
O -3.13123 0.65677 -0.44595
H -1.54541 1.49610 -2.27458
H -1.36262 -1.33493 0.06821
H 0.79496 0.33470 0.98554
H 0.50691 0.61322 -0.59937
H 2.19271 -1.13518 -0.30309
H 0.88391 -1.95015 -1.04997
H 1.08969 -2.02840 0.72311
H -0.89330 -0.67107 2.43750
H -1.50870 0.95026 2.19282
H -2.53131 -0.48175 1.96967
H 3.58930 0.53336 -0.98829
H 3.18845 1.96606 -1.61277
O 2.87760 1.13000 -1.24983
```

2S+1 = 1
Total charge = +1

Results of the Mulliken charge analysis, in e, for atoms 1 through 2:
1 O -0.507
2 C 0.351



Run iii
The following is a DFT calculation (the ωB97M-V functional and the def2-TZVPD basis) of a cluster of 2 separate species, C4H12NO3 in total.

Structure (XYZ):
```
20
C4H12NO3 the ωB97M-V functional and the def2-TZVPD basis
C 0.15077 1.22805 1.07312
C -0.14034 -0.13150 0.46511
C -0.40211 -0.06141 -1.01530
C 0.94127 -0.17240 -1.61832
O 0.96933 -1.30550 -2.40069
O 1.96050 0.47440 -1.66250
N 1.54059 1.59430 0.71925
H -0.46356 2.13016 0.64366
H 0.13160 1.33432 2.21428
H -1.16777 -0.54206 1.02051
H 0.44346 -0.90935 0.84781
H -1.11711 0.79445 -1.21890
H -0.90817 -0.96149 -1.31487
H 1.55362 -1.51951 -3.20709
H 1.74340 2.46978 1.04658
H 2.28748 0.93136 1.09769
H 1.70385 1.47356 -0.33580
H -2.78186 -2.40437 1.96303
H -3.37556 -2.53431 0.52515
O -3.06939 -1.88849 1.15727
```

2S+1 = 1
Total charge = +1

Results of the Mulliken charge analysis, in e, for atoms 1 through 2:
1 C -0.550
2 C -0.612



Each structure's energy above the most stable one, in eV: run i 0.619; run ii 0.000; run iii 0.886.